This record from the OMol25 dataset describes one molecule with the formula C22H25NO4 at a distorted geometry. The level of theory is ωB97M-V/def2-TZVPD.

Last column: Löwdin charge in e.
Element x y z (Å)
C1 -4.438 -2.157 -1.690  -0.015
H1 -4.907 -2.715 -1.024  0.035
O1 -3.665 -0.958 -1.245  -0.101
C2 -4.504 -0.083 -0.683  -0.287
C3 -5.923 -0.231 -0.735  0.069
C4 -6.680 0.935 0.018  -0.007
C5 -6.024 2.001 0.594  -0.036
C6 -4.576 2.164 0.224  0.033
C7 -3.905 1.085 -0.260  -0.105
C8 -2.326 1.100 -0.185  -0.271
O2 -1.855 2.347 -0.526  -0.024
C9 -1.725 0.068 0.324  -0.275
H2 -2.217 -1.108 0.307  0.226
C10 -1.257 0.418 1.916  -0.043
C11 -0.471 -0.820 2.357  -0.318
C12 0.709 -1.098 1.760  -0.280
N1 0.415 -1.570 0.336  -0.108
C13 -0.363 -0.361 -0.260  -0.135
H3 -0.472 -0.487 -1.430  0.155
H4 0.245 0.664 -0.257  0.155
C14 1.416 -1.951 -0.618  -0.153
C15 2.507 -0.908 -0.575  -0.242
C16 3.683 -0.891 0.214  -0.032
C17 4.672 -0.052 0.199  -0.217
C18 4.730 0.980 -1.275  -0.208
C19 3.743 0.845 -1.925  -0.026
C20 2.627 -0.254 -1.764  0.029
H5 1.833 0.114 -2.493  0.129
H6 3.590 1.504 -2.607  0.066
O3 5.799 1.654 -1.167  -0.012
C21 6.938 1.476 -0.563  -0.226
C22 6.534 0.983 0.802  -0.140
H7 7.485 0.809 1.535  0.168
O4 5.725 -0.267 0.932  -0.018
H8 6.004 1.789 1.392  0.140
H9 7.618 2.444 -0.516  0.176
H10 7.459 0.515 -1.151  0.190
H11 3.732 -1.690 1.240  0.195
H12 1.794 -2.814 -0.016  0.143
H13 0.919 -2.094 -1.399  0.041
H14 1.418 -1.986 2.211  0.171
H15 1.294 -0.103 1.897  0.152
H16 -1.164 -1.753 2.547  0.154
H17 -0.209 -0.692 3.530  0.164
H18 -2.298 0.555 2.380  0.148
H19 -0.540 1.191 1.877  0.096
H20 -3.909 2.888 0.735  0.127
H21 -6.334 2.824 0.880  0.001
H22 -7.676 1.086 -0.083  0.054
H23 -6.645 -0.827 -0.902  0.014
H24 -5.126 -1.812 -2.641  0.157
H25 -3.677 -2.757 -2.217  0.093

As for the SMILES: COc1ccccc1C(=O)[C@@H]1CCCN(Cc2ccc3c(c2)OCCO3)C1. The energy relative to the best compared isomer or geometry (same formula, charge and spin) comes out at 1820.19 kJ/mol. As for the max |F|: 0.314 hartree/bohr.